(1)
Formula: C40H54CoN6O2P3S3
Source: the Open Molecules 2025 dataset
Level of theory: the ωB97M-V functional and the def2-TZVPD basis

E_LUMO   -6.174 eV
Highest occupied orbital energy   -12.91 eV
Electronic energy   -5636.6846 Eh

The geometry in ORCA input format:
```
! wB97M-V def2-TZVPD RIJCOSX def2/J DEFGRID3
* xyz 2 1
Co 0.04 0.70 -0.37
N 2.04 0.65 1.57
P 0.42 0.97 1.91
C 0.15 0.07 3.44
C -0.83 -0.90 3.57
C -0.97 -1.59 4.77
C -0.12 -1.30 5.83
C 0.86 -0.32 5.70
C 0.99 0.38 4.51
C 0.31 2.69 2.45
C 1.38 3.58 2.39
C 1.21 4.89 2.85
C -0.02 5.30 3.34
C -1.09 4.42 3.39
C -0.92 3.11 2.94
P 2.24 0.09 -0.01
C 3.83 0.81 -0.46
C 3.99 2.19 -0.38
C 5.23 2.77 -0.59
C 6.32 1.97 -0.91
C 6.16 0.59 -1.02
C 4.92 0.01 -0.80
C 2.47 -1.69 0.06
C 2.71 -2.42 -1.11
C 2.86 -3.80 -1.05
C 2.77 -4.45 0.18
C 2.54 -3.73 1.34
C 2.39 -2.35 1.28
H 2.74 0.46 2.28
H -1.48 -1.12 2.74
H -1.73 -2.35 4.88
H -0.22 -1.84 6.76
H 1.51 -0.09 6.53
H 1.73 1.17 4.44
H 2.34 3.25 2.04
H 2.05 5.57 2.83
H -0.14 6.32 3.70
H -2.04 4.74 3.79
H -1.76 2.42 3.01
H 3.14 2.82 -0.15
H 5.35 3.84 -0.50
H 7.29 2.41 -1.07
H 7.01 -0.03 -1.28
H 4.82 -1.07 -0.88
H 2.81 -1.93 -2.07
H 3.05 -4.37 -1.95
H 2.87 -5.53 0.23
H 2.48 -4.24 2.29
H 2.21 -1.80 2.19
C -4.32 -1.44 1.86
C -3.91 -2.83 1.42
C -2.94 -3.55 2.34
O -3.35 -2.86 0.07
P -2.59 -1.84 -0.86
S -3.61 -0.38 -1.53
S -0.83 -1.31 0.18
O -2.14 -2.80 -2.02
C -1.80 -4.24 -2.04
C -0.88 -4.64 -0.91
C -3.07 -5.04 -2.12
H -4.79 -1.51 2.84
H -5.02 -1.00 1.16
H -3.45 -0.78 1.94
H -4.81 -3.44 1.32
H -2.00 -3.01 2.41
H -2.73 -4.55 1.96
H -3.38 -3.66 3.33
H -1.25 -4.32 -2.98
H -1.38 -4.58 0.05
H 0.01 -4.00 -0.88
H -0.55 -5.67 -1.07
H -3.60 -5.02 -1.17
H -2.84 -6.08 -2.37
H -3.73 -4.65 -2.90
C -4.54 3.15 -1.16
C -3.66 2.82 0.06
C -2.22 3.06 -0.22
N -1.29 2.18 -0.33
N -0.05 2.67 -0.58
C -0.01 3.97 -0.69
N 1.09 4.68 -1.00
S -1.58 4.66 -0.46
H -5.59 3.07 -0.88
H -4.35 2.46 -1.97
H -4.36 4.17 -1.52
H -3.76 1.77 0.34
H -3.96 3.44 0.91
H 1.99 4.23 -0.94
H 1.07 5.68 -0.97
C -0.94 1.40 -3.13
C -0.84 1.21 -4.67
N 0.32 0.40 -5.03
C 0.15 -0.92 -4.45
C -0.04 -0.83 -2.91
N 0.12 0.58 -2.44
C 1.44 1.09 -2.93
C 1.51 1.02 -4.48
H -1.90 1.06 -2.75
H -0.79 2.44 -2.88
H -0.75 2.18 -5.17
H -1.74 0.72 -5.06
H 1.02 -1.53 -4.70
H -0.73 -1.39 -4.90
H 0.68 -1.44 -2.37
H -1.02 -1.15 -2.63
H 2.23 0.49 -2.50
H 1.56 2.11 -2.58
H 2.37 0.42 -4.79
H 1.62 2.01 -4.91
*
```

Atomic partial charges in e from the Löwdin method, atoms 1 to 8: 0.05, -0.31, 0.95, -0.34, -0.11, -0.05, -0.04, -0.05

---

(2)
Formula: C40H56BF3N4O5S
Source: the Open Molecules 2025 dataset
Level of theory: the ωB97M-V functional and the def2-TZVPD basis

E_LUMO   0.364 eV
Highest occupied orbital energy   -7.62 eV
Electronic energy   -2875.6166 Eh
SMILES   C=CCc1ccc(CCCO)c2c1Nc1c(c(COc3cc(C)ccc3C(C)C)cc(CCC(F)(F)F)c1B(O)N(C)C)S2.CN(C)C=O.CN(C)C=O

The geometry in ORCA input format:
```
! wB97M-V def2-TZVPD RIJCOSX def2/J DEFGRID3
* xyz 0 1
C 3.92 -6.53 -0.38
C 5.04 -6.35 -1.15
C 5.12 -5.55 -2.44
C 3.78 -5.02 -2.89
C 3.21 -5.59 -4.00
C 2.00 -5.19 -4.51
C 1.31 -4.18 -3.90
C -0.04 -3.70 -4.36
C -1.15 -4.25 -3.37
C -2.09 -3.13 -2.84
O -2.29 -3.25 -1.43
C 1.90 -3.60 -2.77
C 3.11 -3.99 -2.23
N 3.69 -3.42 -1.04
C 3.57 -1.98 -0.96
C 2.41 -1.30 -1.32
C 2.30 0.07 -1.21
C 1.07 0.89 -1.57
O -0.18 0.28 -1.30
C -0.61 0.45 0.01
C 0.11 0.05 1.11
C -0.43 0.23 2.36
C 0.33 -0.24 3.60
C -1.66 0.80 2.55
C -2.39 1.21 1.45
C -1.87 1.03 0.19
C -2.69 1.48 -1.01
C -3.07 0.35 -1.99
C -1.97 2.64 -1.79
C 3.39 0.76 -0.76
C 4.56 0.13 -0.43
C 5.70 1.03 0.02
C 5.91 0.97 1.55
C 7.30 1.41 2.01
F 8.03 1.99 1.04
F 7.18 2.29 3.02
F 8.04 0.37 2.46
C 4.68 -1.27 -0.50
B 6.03 -2.02 -0.10
O 7.23 -1.52 -0.59
N 6.09 -3.23 0.75
C 7.15 -4.09 0.16
C 6.59 -2.80 2.11
S 1.04 -2.27 -1.94
H 3.93 -6.08 0.62
H 3.05 -7.13 -0.67
H 5.99 -6.78 -0.80
H 5.47 -6.25 -3.23
H 5.86 -4.76 -2.34
H 3.77 -6.38 -4.49
H 1.55 -5.65 -5.39
H -0.29 -4.07 -5.36
H -0.13 -2.61 -4.34
H -1.75 -4.99 -3.91
H -0.65 -4.67 -2.49
H -3.09 -3.24 -3.27
H -1.66 -2.14 -3.03
H -1.43 -3.36 -1.00
H 3.12 -3.78 -0.27
H 1.14 1.87 -1.07
H 1.11 1.09 -2.65
H 1.09 -0.40 0.96
H -0.10 0.17 4.51
H 0.16 -1.33 3.65
H 1.40 -0.09 3.51
H -2.09 0.92 3.54
H -3.38 1.66 1.54
H -3.64 1.88 -0.62
H -3.55 -0.50 -1.49
H -2.22 -0.03 -2.55
H -3.75 0.79 -2.74
H -1.64 2.29 -2.77
H -2.70 3.44 -1.94
H -1.14 2.99 -1.18
H 3.35 1.84 -0.66
H 5.48 2.06 -0.28
H 6.61 0.78 -0.52
H 5.18 1.64 2.00
H 5.67 -0.04 1.88
H 7.02 -1.12 -1.45
H 7.10 -4.09 -0.93
H 8.16 -3.74 0.42
H 7.08 -5.11 0.53
H 5.80 -2.98 2.84
H 6.83 -1.73 2.08
H 7.49 -3.34 2.41
C -8.31 3.56 1.68
N -6.96 3.05 1.59
C -6.12 3.46 0.48
C -6.44 2.21 2.50
O -5.31 1.76 2.47
H -8.87 3.26 0.79
H -8.29 4.66 1.75
H -8.81 3.17 2.57
H -5.81 2.58 -0.09
H -5.23 3.96 0.85
H -6.68 4.13 -0.17
H -7.15 1.96 3.31
C -9.50 9.59 2.88
N -8.98 8.32 3.36
C -8.35 8.27 4.67
C -9.07 7.19 2.64
O -8.65 6.10 3.00
H -8.69 10.32 2.82
H -10.27 9.95 3.57
H -9.95 9.47 1.90
H -7.32 7.92 4.57
H -8.88 7.56 5.31
H -8.36 9.25 5.13
H -9.57 7.34 1.67
*
```

Atomic partial charges in e from the Löwdin method, atoms 1 to 8: -0.01, -0.15, -0.13, -0.18, -0.04, -0.03, -0.25, -0.15

---

(3)
Formula: C40H56BrMnN7O2PSe2
Source: the Open Molecules 2025 dataset
Level of theory: the ωB97M-V functional and the def2-TZVPD basis

Expectation value of S²   8.756
E_LUMO (alpha / beta)   2.247 / 2.247 eV
Highest occupied orbital energy (alpha / beta)   -3.83 / -3.91 eV
Electronic energy   -10961.0577 Eh

The geometry in ORCA input format:
```
! wB97M-V def2-TZVPD RIJCOSX def2/J DEFGRID3
* xyz -1 6
Mn 0.44 0.26 0.10
Br 1.38 5.16 -0.69
C 0.27 4.76 0.81
C -0.47 5.80 1.37
C -1.30 5.47 2.44
C -1.35 4.16 2.87
C -0.55 3.21 2.25
N 0.25 3.52 1.22
C -0.56 1.76 2.75
O -1.34 1.51 3.67
O 0.29 0.99 2.22
H -0.39 6.80 0.99
H -1.89 6.24 2.91
H -1.97 3.83 3.70
C 1.13 -2.08 3.23
C 2.33 -1.17 3.00
C 3.57 -1.67 3.74
P 2.48 -0.77 1.20
C 4.07 0.17 1.12
C 3.92 1.44 1.96
C 4.42 0.52 -0.32
C 2.66 -2.28 0.24
C 3.50 -3.34 0.62
C 3.60 -4.52 -0.08
C 4.53 -5.63 0.34
C 2.80 -4.63 -1.23
C 1.98 -3.62 -1.65
C 1.89 -2.37 -0.96
N 1.09 -1.36 -1.40
C 0.82 -1.36 -2.79
C 1.89 -1.25 -3.71
C 3.29 -0.99 -3.25
C 1.64 -1.28 -5.07
C 0.36 -1.39 -5.59
C 0.11 -1.37 -7.08
C -0.68 -1.44 -4.69
C -0.48 -1.42 -3.31
C -1.69 -1.45 -2.42
H 1.00 -2.26 4.30
H 1.26 -3.05 2.74
H 0.22 -1.61 2.86
H 2.05 -0.20 3.40
H 3.85 -2.68 3.44
H 3.35 -1.71 4.81
H 4.43 -1.02 3.60
H 4.87 -0.46 1.54
H 3.06 2.03 1.63
H 4.81 2.07 1.85
H 3.79 1.23 3.02
H 3.59 1.05 -0.80
H 4.63 -0.38 -0.90
H 5.30 1.17 -0.35
H 4.11 -3.22 1.51
H 4.89 -5.46 1.36
H 5.40 -5.70 -0.31
H 4.03 -6.60 0.32
H 2.83 -5.56 -1.80
H 1.39 -3.75 -2.55
H 3.31 -0.10 -2.63
H 3.94 -0.83 -4.10
H 3.70 -1.81 -2.65
H 2.48 -1.18 -5.75
H 0.78 -2.07 -7.60
H 0.29 -0.38 -7.50
H -0.91 -1.65 -7.31
H -1.71 -1.48 -5.05
H -2.60 -1.39 -3.02
H -1.69 -0.61 -1.73
H -1.72 -2.36 -1.82
Se 1.60 2.63 -4.02
C 0.99 2.03 -2.45
N 0.61 1.67 -1.41
C -4.36 0.06 2.64
C -4.31 -0.83 1.40
N -3.30 -1.88 1.43
C -3.67 -3.16 2.02
C -3.33 -3.28 3.50
C -2.03 -1.64 1.00
C -1.13 -2.84 0.86
N -1.57 -0.48 0.66
H -5.09 0.86 2.48
H -3.39 0.52 2.84
H -4.66 -0.50 3.52
H -4.14 -0.22 0.51
H -5.28 -1.32 1.25
H -3.20 -3.97 1.46
H -4.75 -3.27 1.88
H -2.25 -3.19 3.66
H -3.65 -4.25 3.88
H -3.82 -2.50 4.08
H -1.54 -3.54 0.13
H -1.00 -3.36 1.80
H -0.16 -2.52 0.49
H -2.23 0.28 0.79
C -1.56 4.14 -2.65
N -2.45 4.65 -1.62
C -2.55 5.97 -1.26
C -3.48 6.05 -0.29
N -3.94 4.77 -0.06
C -4.92 4.38 0.93
C -3.30 3.90 -0.89
Se -3.58 2.09 -1.00
H -1.94 4.42 -3.64
H -1.52 3.06 -2.57
H -0.56 4.54 -2.50
H -1.95 6.73 -1.72
H -3.85 6.89 0.27
H -5.54 5.24 1.17
H -4.42 4.01 1.83
H -5.53 3.58 0.52
*
```

Atomic partial charges in e from the Löwdin method, atoms 1 to 8: 0.73, 0.76, -0.72, -0.14, -0.08, -0.02, -0.17, 0.11

---

(4)
Formula: C40H56F9O19PS
Source: the Open Molecules 2025 dataset
Level of theory: the ωB97M-V functional and the def2-TZVPD basis

E_LUMO   -0.836 eV
Highest occupied orbital energy   -9.14 eV
Electronic energy   -4625.7448 Eh
SMILES   O=C1c2ccccc2C(=O)c2c(CCCCC(F)(F)C(F)(F)S(F)(F)(F)(F)F)cc(P(O)O)cc21.CCOC(=O)OC.CCOC(=O)OC.CCOC(=O)OC.CCOC(=O)OC.CCOC(=O)OC

The geometry in ORCA input format:
```
! wB97M-V def2-TZVPD RIJCOSX def2/J DEFGRID3
* xyz 0 1
O 0.86 -3.25 -2.73
C 0.33 -2.25 -2.30
C 0.93 -1.39 -1.19
C 2.26 -1.03 -1.13
C 2.65 -0.20 -0.07
C 1.78 0.22 0.92
C 0.43 -0.15 0.86
C 0.05 -0.94 -0.20
C -1.41 -1.35 -0.36
O -2.09 -1.67 0.59
C -1.91 -1.29 -1.80
C -3.17 -0.78 -2.08
C -4.09 -0.25 -0.96
C -3.51 0.96 -0.21
C -3.42 2.25 -1.12
C -1.92 2.48 -1.46
C -1.69 3.39 -2.68
F -0.85 2.66 -3.52
F -2.80 3.57 -3.43
C -0.90 4.70 -2.42
F -0.70 5.30 -3.61
F 0.32 4.38 -1.97
S -1.65 5.95 -1.24
F -2.12 6.86 -2.47
F -3.07 5.26 -1.22
F -1.13 5.16 0.04
F -0.25 6.76 -1.28
F -2.21 7.07 -0.25
C -3.52 -0.73 -3.52
C -2.63 -1.17 -4.47
P -3.12 -1.02 -6.26
O -2.42 0.44 -6.69
O -2.24 -2.16 -7.07
C -1.36 -1.70 -4.12
C -1.02 -1.75 -2.79
H 2.96 -1.35 -1.90
H 3.69 0.12 -0.01
H 2.09 0.85 1.76
H -0.32 0.14 1.59
H -5.02 0.09 -1.45
H -4.41 -1.06 -0.29
H -4.20 1.18 0.62
H -2.53 0.79 0.25
H -4.01 2.02 -2.02
H -3.85 3.06 -0.52
H -1.53 1.48 -1.69
H -1.38 2.81 -0.56
H -4.47 -0.30 -3.86
H -1.97 0.79 -5.90
H -1.31 -2.11 -6.81
H -0.65 -2.03 -4.87
C -5.84 -5.41 -3.59
C -5.67 -4.71 -2.25
O -6.58 -3.61 -2.14
C -7.83 -3.96 -1.82
O -8.22 -5.08 -1.62
O -8.58 -2.85 -1.78
C -9.96 -3.09 -1.53
H -5.76 -4.70 -4.41
H -5.09 -6.19 -3.71
H -6.83 -5.88 -3.66
H -4.67 -4.29 -2.19
H -5.79 -5.41 -1.42
H -10.10 -3.70 -0.63
H -10.42 -3.57 -2.39
H -10.43 -2.12 -1.37
C 3.07 -4.49 3.86
C 2.18 -5.72 3.81
O 0.79 -5.36 3.90
C 0.25 -4.92 2.76
O 0.82 -4.82 1.70
O -1.02 -4.60 2.99
C -1.69 -4.03 1.86
H 2.83 -3.89 4.74
H 4.12 -4.78 3.89
H 2.91 -3.86 2.98
H 2.38 -6.35 4.67
H 2.36 -6.31 2.92
H -1.58 -4.67 0.98
H -1.29 -3.04 1.65
H -2.74 -3.94 2.10
C 4.32 6.63 -1.74
C 3.38 5.91 -0.80
O 4.02 4.77 -0.20
C 4.82 5.05 0.83
O 5.02 6.14 1.30
O 5.37 3.91 1.25
C 6.30 4.07 2.32
H 4.74 5.94 -2.47
H 3.79 7.43 -2.27
H 5.15 7.07 -1.19
H 2.53 5.51 -1.36
H 2.98 6.57 -0.04
H 5.87 4.63 3.14
H 7.21 4.56 1.95
H 6.56 3.07 2.67
C 0.74 6.08 3.13
C 1.63 4.95 3.61
O 1.24 4.51 4.92
C 0.18 3.69 4.96
O -0.44 3.30 4.01
O -0.07 3.41 6.23
C -1.23 2.60 6.43
H 0.72 6.88 3.86
H 1.11 6.47 2.18
H -0.28 5.74 2.99
H 2.66 5.30 3.69
H 1.63 4.11 2.91
H -1.19 1.70 5.82
H -2.13 3.17 6.20
H -1.25 2.31 7.48
C 8.69 -3.74 1.30
C 7.55 -2.93 1.86
O 6.41 -2.96 0.99
C 5.66 -4.07 1.07
O 5.85 -5.00 1.81
O 4.67 -3.96 0.18
C 3.82 -5.11 0.11
H 8.92 -3.42 0.28
H 9.58 -3.63 1.91
H 8.43 -4.80 1.25
H 7.84 -1.88 1.93
H 7.27 -3.26 2.86
H 3.45 -5.39 1.09
H 4.37 -5.94 -0.35
H 2.98 -4.85 -0.53
*
```

Atomic partial charges in e from the Löwdin method, atoms 1 to 8: 0.13, -0.25, -0.08, 0.01, -0.06, -0.05, 0.00, -0.10

---

Question: Which of these has the lowest electronic energy?
Answer: C40H56BrMnN7O2PSe2

---

Question: The highest electronic energy belongs to which entry?
Answer: C40H56BF3N4O5S

---

Question: The lowest electronic energy belongs to which entry?
Answer: C40H56BrMnN7O2PSe2